1.
Entry from the Open Molecules 2025 dataset: one molecule with the formula C6H11NO at a distorted geometry (ωB97M-V/def2-TZVPD).

Summary:
E_LUMO (spin up / spin down): 0.69 / 0.89 eV
Highest occupied orbital energy (spin up / spin down): -0.2576 / -0.2415 hartree
2S+1: 1
ΔE to the lowest compared entry with this formula, charge and spin: 401.5 kJ/mol

Element x y z (Å)
C -0.58431 0.03617 -1.06405
C 0.22881 -2.09397 -1.49270
C -1.29198 1.11262 -1.83056
C 0.71883 -0.26162 2.57144
C 0.03324 0.33480 0.21855
N 0.50819 1.65012 0.34109
C 0.07983 -0.54138 1.24448
O -0.68653 -1.15159 -1.62100
H 1.02669 1.82587 1.18795
H 0.96986 2.01176 -0.47984
H 0.00395 -3.06497 -1.89857
H 1.16130 -1.92963 -0.98139
H -0.39912 -1.50110 1.13210
H -0.62345 1.62255 -2.53151
H -2.10258 0.67044 -2.40984
H -1.71029 1.85640 -1.15639
H 0.85583 -1.18638 3.12931
H 1.70242 0.20196 2.45588
H 0.10930 0.40795 3.18506

Löwdin population analysis, charges in e, atoms 1 to 2:
1. C -0.293
2. C -0.026

---

2.
Entry from the Open Molecules 2025 dataset: one molecule with the formula C6H11NO at a distorted geometry (ωB97M-V/def2-TZVPD).

Summary:
E_LUMO: -0.19 eV
SMILES string: [H]/N=C(/C)C(=O)C(C)C
Highest occupied orbital energy: -0.3374 hartree
2S+1: 1
ΔE to the lowest compared entry with this formula, charge and spin: 186.2 kJ/mol

Element x y z (Å)
C 0.59256 0.31235 -0.41421
C -0.47010 -1.63664 1.55045
C 0.90135 -0.60309 -1.59163
C 0.93974 1.76342 -0.72824
C -1.01837 0.24114 -0.18018
C -1.13819 -0.34190 1.18600
N -2.08210 0.16917 1.93714
O -1.84370 0.90805 -0.75626
H 1.20398 0.01809 0.44271
H -2.21385 1.16702 1.70863
H -0.31195 -2.27299 0.67760
H -1.08908 -2.18664 2.26434
H 0.48931 -1.42234 2.02725
H 0.31621 -0.32562 -2.47516
H 0.67528 -1.64735 -1.35836
H 1.96048 -0.54338 -1.86373
H 2.01243 1.87207 -0.91798
H 0.66272 2.40901 0.11166
H 0.41329 2.11963 -1.62005

Löwdin population analysis, charges in e, atoms 1 to 2:
1. C -0.353
2. C -0.042

---

3.
Entry from the Open Molecules 2025 dataset: one molecule with the formula C6H11NO2 at a distorted geometry (ωB97M-V/def2-TZVPD).

Summary:
E_LUMO: 0.91 eV
SMILES string: C=C[C@@](N)(O)OC(=C)C
Highest occupied orbital energy: -0.3370 hartree
2S+1: 1
ΔE to the lowest compared entry with this formula, charge and spin: 213.1 kJ/mol

Element x y z (Å)
C 1.03392 0.47381 0.30020
C -1.46168 0.35288 -1.58971
C -1.32671 0.65652 -0.12767
N 1.90457 1.00288 1.32113
C 0.80076 -0.99555 0.57585
C -2.29886 0.42178 0.76410
C 0.97318 -2.01177 -0.28519
O -0.16159 1.25781 0.30639
O 1.73818 0.65429 -0.89696
H 2.29090 1.41633 -0.65785
H 1.33471 1.08356 2.15957
H 2.61985 0.30776 1.51386
H 0.41104 -1.22910 1.56338
H -0.54141 -0.05363 -2.01602
H -2.25027 -0.38695 -1.76895
H -1.71784 1.26237 -2.14177
H -3.23800 -0.03563 0.47814
H -2.16044 0.68789 1.80653
H 0.73528 -3.03157 -0.00350
H 1.31441 -1.83369 -1.30153

Löwdin population analysis, charges in e, atoms 1 to 2:
1. C -0.647
2. C -0.024

---

4.
Entry from the Open Molecules 2025 dataset: a 2-piece molecular cluster, C6H11NO2 overall at a distorted geometry (ωB97M-V/def2-TZVPD).

Summary:
E_LUMO: 0.80 eV
SMILES string: CNC(C)=O.C#CCO
Highest occupied orbital energy: -0.3583 hartree
2S+1: 1
ΔE to the lowest compared entry with this formula, charge and spin: 304.6 kJ/mol

Element x y z (Å)
C 2.29134 0.88698 0.53419
O 1.94638 -0.01113 -0.44779
C 1.03628 1.49102 1.28017
C 0.25354 2.10671 1.95141
H 1.08891 -0.56857 -0.14757
H 2.90820 0.43545 1.32372
H 2.81868 1.73250 0.08972
H -0.52422 2.55884 2.49684
C -0.50794 -2.11116 -1.02343
C -1.39165 0.72565 -0.98171
N -0.50403 -1.26514 0.16069
C -1.30300 -0.10957 0.26936
O -1.91093 0.10264 1.28972
H -0.48912 -1.78295 1.03689
H -0.13806 -1.53179 -1.87090
H 0.17373 -2.94401 -0.85603
H -1.50638 -2.50407 -1.26429
H -1.91518 1.64881 -0.74525
H -0.38739 0.95452 -1.34078
H -1.93915 0.18529 -1.75495

Löwdin population analysis, charges in e, atoms 1 to 2:
1. C -0.280
2. O -0.133

---

5.
Entry from the Open Molecules 2025 dataset: a 2-piece molecular cluster, C6H11NO2 overall at a distorted geometry (ωB97M-V/def2-TZVPD).

Summary:
E_LUMO: 0.64 eV
SMILES string: CC(C)(O)N=C=O.C=C
Highest occupied orbital energy: -0.3680 hartree
2S+1: 1
ΔE to the lowest compared entry with this formula, charge and spin: 232.1 kJ/mol

Element x y z (Å)
C -1.13059 0.09521 0.81801
C -1.18766 -1.37674 1.22431
C -0.80823 1.00696 2.00980
N -0.09539 0.28616 -0.19570
C 1.10669 0.03923 -0.07374
C 1.68566 0.61504 -2.23613
C 1.85173 -0.57999 -2.79169
O -2.37525 0.41142 0.25942
O 2.13339 -0.32807 0.35201
H -2.33834 1.30806 -0.09422
H 0.61581 0.95537 -2.07982
H 2.52399 1.26308 -2.02558
H -0.74396 2.04368 1.67919
H -1.40168 -1.98270 0.34665
H -0.23994 -1.68721 1.65833
H -1.98511 -1.52033 1.95076
H 0.14423 0.72532 2.45445
H -1.59383 0.92232 2.75877
H 1.00591 -1.19757 -3.05761
H 2.83257 -0.99923 -2.95722

Löwdin population analysis, charges in e, atoms 1 to 2:
1. C -0.642
2. C -0.005

---

6.
Entry from the Open Molecules 2025 dataset: C6H11NO2 as an isolated structure at a distorted geometry (ωB97M-V/def2-TZVPD).

Summary:
E_LUMO (spin up / spin down): 0.10 / 0.10 eV
Highest occupied orbital energy (spin up / spin down): -0.2998 / -0.2998 hartree
2S+1: 1
ΔE to the lowest compared entry with this formula, charge and spin: 435.9 kJ/mol

Element x y z (Å)
C 0.75333 0.83977 1.62763
C 0.75416 0.29191 0.23546
N 1.41103 0.97874 -0.71796
C 0.69538 -1.19903 0.10334
O 1.19550 -1.58382 -1.17351
H 0.74095 -2.39284 -1.44038
H 1.42312 1.98627 -0.66747
H 1.63179 0.47965 -1.57028
H 1.23082 -1.72302 0.90402
H 1.74540 0.67775 2.06306
H 0.54322 1.91093 1.63388
H 0.02308 0.29611 2.22997
C -0.83155 -1.39888 0.27216
C -1.33634 0.46115 -0.10500
C -1.74164 0.90164 -1.29468
O -1.28159 -1.71842 1.39484
H -1.28374 -1.78065 -0.66487
H -1.83999 0.80167 0.79756
H -1.27845 0.55687 -2.21696
H -2.55447 1.61423 -1.41082

Löwdin population analysis, charges in e, atoms 1 to 2:
1. C -0.018
2. C -0.353

---

7.
Entry from the Open Molecules 2025 dataset: C6H11NO2 as an isolated structure at a distorted geometry (ωB97M-V/def2-TZVPD).

Summary:
E_LUMO: 0.57 eV
Highest occupied orbital energy: -0.2934 hartree
2S+1: 1
ΔE to the lowest compared entry with this formula, charge and spin: 643.5 kJ/mol

Element x y z (Å)
C 0.83439 -0.04307 0.76690
C -0.19331 -0.78372 0.25266
C -0.42813 0.00908 1.54185
C -0.94656 -1.44052 -0.83676
C -0.84684 2.03081 -0.86520
C 0.37603 1.17559 -0.77576
O 2.17141 -0.09896 0.87773
O 0.46913 -2.29156 1.31147
N 1.36853 1.33333 -1.52852
H 2.41385 -0.02513 1.81325
H 1.04361 -2.82150 0.74027
H 2.15886 0.72511 -1.29364
H -0.47950 -0.58829 2.44464
H -1.03448 0.90691 1.53635
H -0.26347 -1.78499 -1.61429
H -1.46977 -2.30131 -0.42147
H -1.69124 -0.77238 -1.27648
H -1.72460 1.43544 -1.12211
H -1.04048 2.53802 0.08220
H -0.71744 2.79715 -1.63309

Löwdin population analysis, charges in e, atoms 1 to 2:
1. C -0.367
2. C -0.227

---

8.
Entry from the Open Molecules 2025 dataset: C6H11NO3 as an isolated structure at a distorted geometry (ωB97M-V/def2-TZVPD).

Summary:
E_LUMO (spin up / spin down): -1.19 / -1.19 eV
Highest occupied orbital energy (spin up / spin down): -0.3518 / -0.3518 hartree
2S+1: 1
ΔE to the lowest compared entry with this formula, charge and spin: 400.7 kJ/mol

Element x y z (Å)
C -0.71187 0.70440 1.54395
C -1.17007 1.67199 -0.75338
C -0.78975 0.41999 0.03353
O -0.69248 -0.47524 2.31307
O -1.41517 -0.66670 -0.27991
H -1.28521 -1.09480 1.86060
H -1.57562 1.32522 1.82047
H 0.19497 1.26914 1.78017
H -0.46104 2.48206 -0.57695
H -1.21517 1.43670 -1.81459
H -2.15658 2.00829 -0.43132
C 1.52393 -1.26795 0.28744
N 0.62056 -2.21723 0.08817
C 1.09791 0.13523 -0.54027
C 1.17150 -0.15658 -1.85952
O 2.50382 -1.19022 0.97251
H -0.35668 -1.82307 -0.20314
H 0.65256 -2.97646 0.75573
H 1.72765 0.93285 -0.16085
H 0.55014 -0.92990 -2.29190
H 1.78660 0.41228 -2.54381

Löwdin population analysis, charges in e, atoms 1 to 2:
1. C -0.197
2. C -0.023

---

Please write out number 2 again, unchanged.
Entry from the Open Molecules 2025 dataset: one molecule with the formula C6H11NO at a distorted geometry (ωB97M-V/def2-TZVPD).

Summary:
E_LUMO: -0.19 eV
SMILES string: [H]/N=C(/C)C(=O)C(C)C
Highest occupied orbital energy: -0.3374 hartree
2S+1: 1
ΔE to the lowest compared entry with this formula, charge and spin: 186.2 kJ/mol

Element x y z (Å)
C 0.59256 0.31235 -0.41421
C -0.47010 -1.63664 1.55045
C 0.90135 -0.60309 -1.59163
C 0.93974 1.76342 -0.72824
C -1.01837 0.24114 -0.18018
C -1.13819 -0.34190 1.18600
N -2.08210 0.16917 1.93714
O -1.84370 0.90805 -0.75626
H 1.20398 0.01809 0.44271
H -2.21385 1.16702 1.70863
H -0.31195 -2.27299 0.67760
H -1.08908 -2.18664 2.26434
H 0.48931 -1.42234 2.02725
H 0.31621 -0.32562 -2.47516
H 0.67528 -1.64735 -1.35836
H 1.96048 -0.54338 -1.86373
H 2.01243 1.87207 -0.91798
H 0.66272 2.40901 0.11166
H 0.41329 2.11963 -1.62005

Löwdin population analysis, charges in e, atoms 1 to 2:
1. C -0.353
2. C -0.042

---

Number 3 is which compound? C6H11NO2